# C26H27N5PSn

C26H27N5PSn as an isolated structure (ωB97M-V with the def2-TZVPD basis set, the Open Molecules 2025 dataset).

The multiplicity is 1. Its largest force on an atom is 0.528 eV/Å. The calculation puts the gap between HOMO and LUMO at 0.2644 Ha. As for the energy above the lowest of the compared OMol25 structures with the same formula, charge and spin: 1.3 kcal per mole. As for the electronic energy: -1835.52185 hartree. The value obtained for the HOMO energy is -16.6 eV. The value obtained for the LUMO energy is -0.345 Ha. The total charge is +3.

```
60
C26H27N5PSn (ωB97M-V with the def2-TZVPD basis set)
Sn 0.88091 0.59169 -0.92981
C -1.17696 -3.36169 -2.73918
N 0.24476 -3.13374 -3.04110
C 0.95958 -4.09351 -3.90166
C 0.83306 -2.05671 -2.55559
N 0.21317 -1.16967 -1.79618
N 2.17328 -1.87946 -2.89162
C 3.01628 -0.82845 -2.63108
N 4.23847 -0.93149 -3.12856
N 2.64152 0.23430 -1.93710
H -1.48282 -4.29674 -3.19429
H -1.79406 -2.56476 -3.15867
H -1.33402 -3.43796 -1.66209
H 0.27185 -4.88374 -4.17915
H 1.79003 -4.56048 -3.36838
H 1.29898 -3.62023 -4.82492
H -0.75898 -1.39362 -1.62018
H 2.57003 -2.61982 -3.45035
H 4.53668 -1.71604 -3.68840
H 4.92439 -0.20450 -2.98626
H 3.37397 0.92853 -1.84477
C 2.26502 0.96165 5.39555
C 1.25560 0.02177 5.24009
C 0.60770 -0.10751 4.02102
C 0.98267 0.72983 2.96618
C 2.00007 1.67916 3.11986
C 2.63941 1.78913 4.33924
P 0.07287 0.67738 1.45594
C -1.00636 -0.74703 1.33780
C -0.45983 -2.02371 1.52792
C -1.29316 -3.12820 1.52439
C -2.66139 -2.96497 1.30680
C -3.19824 -1.70299 1.09533
C -2.37447 -0.58363 1.11986
C -0.80886 2.18733 1.14623
C -1.32846 2.85898 2.23500
C -2.10742 4.01596 2.06229
C -2.33961 4.49240 0.80361
C -1.78414 3.85859 -0.33705
C -1.99661 4.38204 -1.63519
C -1.44666 3.79985 -2.74427
C -0.61799 2.67308 -2.59884
C -0.43014 2.11819 -1.35042
C -0.99874 2.69170 -0.17659
H 2.76627 1.05415 6.34999
H 0.96818 -0.61008 6.06936
H -0.18223 -0.83754 3.90246
H 2.27893 2.33315 2.30088
H 3.42648 2.51847 4.47365
H 0.60087 -2.14415 1.72494
H -0.88727 -4.11332 1.71553
H -3.31392 -3.82889 1.31855
H -4.26285 -1.58320 0.94436
H -2.79620 0.40605 0.99284
H -1.14879 2.48945 3.23787
H -2.52051 4.51694 2.92661
H -2.95162 5.37474 0.65996
H -2.60040 5.27555 -1.73678
H -1.62435 4.21293 -3.72751
H -0.14398 2.25488 -3.47811
```

# C36H46CaN8P2

C36H46CaN8P2 as an isolated structure (ωB97M-V with the def2-TZVPD basis set, the Open Molecules 2025 dataset).

The multiplicity is 1. Its largest force on an atom is 10.607 eV/Å. The calculation puts the gap between HOMO and LUMO (spin up / spin down) at 0.1765 / 0.1765 Ha. As for the electronic energy: -3197.36810 hartree. The value obtained for the HOMO energy (spin up / spin down) is -5.0 / -5.0 eV. The value obtained for the LUMO energy (spin up / spin down) is -0.008 / -0.008 Ha.

```
93
C36H46CaN8P2 (ωB97M-V with the def2-TZVPD basis set)
Ca 0.00000 0.00000 0.00000
C -1.94730 2.41170 1.18640
C -0.96330 2.09150 2.31430
N 0.18110 1.28710 1.90850
C 1.39920 2.06650 1.66680
C 2.57950 1.17790 1.19830
N 2.27340 0.29050 0.07510
C 2.67790 0.79170 -1.23590
C 2.23030 2.18410 -1.71600
C 0.73000 2.51050 -1.80540
N -0.12450 1.34610 -1.92330
C -1.53610 1.67540 -2.11790
C -2.43450 0.53920 -1.58990
N -2.28590 0.22560 -0.16210
C -2.85040 1.25170 0.72430
H -1.42020 2.88290 0.35800
H -2.62010 3.18970 1.57350
H -1.50620 1.54710 3.09720
H -0.63320 3.02530 2.78710
H 0.39050 0.61650 2.68560
H 1.70340 2.56170 2.59770
H 1.21530 2.85820 0.94110
H 2.85630 0.53820 2.04680
H 3.46280 1.79620 0.99790
H 2.72910 -0.64080 0.22450
H 2.34980 0.05410 -1.97870
H 3.77510 0.76990 -1.27900
H 2.64870 2.30720 -2.72490
H 2.71750 2.95450 -1.10530
H 0.58220 3.17090 -2.67000
H 0.43600 3.10050 -0.93560
H 0.18550 0.78010 -2.74780
H -1.72460 1.80950 -3.19020
H -1.81540 2.62170 -1.64640
H -2.19240 -0.37270 -2.15070
H -3.48300 0.76230 -1.82270
H -2.78560 -0.67260 0.03790
H -3.20730 0.73760 1.62620
H -3.75530 1.67250 0.26680
N 1.46300 -2.08970 2.00440
P 0.05680 -0.94690 2.69070
C -0.52650 -2.67080 3.30920
C 0.27050 -3.55770 4.06840
C -0.22940 -4.80510 4.45510
C -1.53200 -5.17580 4.11200
C -2.34740 -4.28750 3.40990
C -1.85060 -3.04330 3.02340
C -0.00950 -0.50740 4.43170
C 1.15690 -0.10070 5.09450
C 1.10770 0.25370 6.44770
C -0.10340 0.20160 7.14280
C -1.27030 -0.19120 6.48330
C -1.22670 -0.53950 5.13070
P 1.51490 -2.39880 0.07320
C 2.55230 -3.96560 0.41490
C 2.72900 -4.61010 1.66890
C 3.49640 -5.77390 1.78610
C 4.08750 -6.33850 0.66080
C 3.92440 -5.73040 -0.58160
C 3.16960 -4.55920 -0.69990
C 0.19670 -3.24670 -0.80060
C -1.04890 -3.39080 -0.20430
C -2.08460 -4.08260 -0.82940
C -1.87860 -4.63730 -2.08890
C -0.64490 -4.47060 -2.72370
C 0.38870 -3.76820 -2.08710
H 2.39360 -1.71350 2.33350
H 1.28260 -3.28900 4.33800
H 0.39930 -5.48930 5.00900
H -1.91190 -6.14850 4.39420
H -3.36040 -4.56620 3.15000
H -2.49240 -2.36760 2.46900
H 2.10410 -0.07010 4.57220
H 2.01060 0.55960 6.96030
H -0.13770 0.46350 8.19270
H -2.20800 -0.23340 7.02250
H -2.14010 -0.84710 4.63960
H 2.31000 -4.23560 2.57640
H 3.63520 -6.23530 2.75670
H 4.67950 -7.24040 0.75420
H 4.39500 -6.16180 -1.45520
H 3.10520 -4.10870 -1.67190
H -1.20590 -2.96530 0.74290
H -3.03960 -4.19020 -0.33000
H -2.67650 -5.18560 -2.57240
H -0.49040 -4.89150 -3.70790
H 1.31660 -3.65350 -2.61620
N 0.00000 -0.71020 -2.22730
C 0.00100 -1.02980 -3.34370
N 0.00000 -1.38350 -4.75430
C 0.06350 -2.82910 -4.89910
N 0.11340 -3.97800 -5.06000
H -1.13220 -1.77530 0.00000
```

# InNO3

InNO3 as an isolated structure (ωB97M-V with the def2-TZVPD basis set, the Open Molecules 2025 dataset).

The multiplicity is 1. Its largest force on an atom is 2.444 eV/Å. The calculation puts the gap between HOMO and LUMO at 0.1626 Ha. As for the energy above the lowest of the compared OMol25 structures with the same formula, charge and spin: 26.9 kcal per mole. As for the electronic energy: -469.49329 hartree. The value obtained for the HOMO energy is -21.9 eV. The value obtained for the LUMO energy is -0.642 Ha. The total charge is +2.

```
5
InNO3 (ωB97M-V with the def2-TZVPD basis set)
In -0.05502 1.55057 -2.62767
N 0.04359 -0.39617 0.68212
O -0.61510 -0.62133 1.70680
O 0.12816 0.75612 0.24314
O 0.49837 -1.28920 -0.00439
```